Entry 1:
Entry from the OMol25 dataset: a structure of composition C22H49CeN2OP3S at a distorted geometry (ωB97M-V/def2-TZVPD).

Net charge ... +3
Multiplicity ... 2
Lowest unoccupied orbital energy (spin up / spin down) ... -10.6 / -10.6 eV
Highest occupied orbital energy (spin up / spin down) ... -0.5955 / -0.5955 Eh
ΔE to the lowest compared entry with this formula, charge and spin ... 113.86 kJ/mol
F_max ... 7.90 eV Å⁻¹

```
79
Properties=species:S:1:pos:R:3:forces:R:3
Ce -1.103458 1.559149 -1.725001 3.251 -5.185 4.993
P 2.429060 -1.413580 0.700895 -0.261 -0.110 -0.199
P 1.182973 2.842941 -0.576128 0.128 -0.275 -0.521
P -1.932662 -1.922707 -0.572736 -0.085 -0.373 -0.308
H -0.347362 3.104997 -4.133639 -0.640 -0.394 0.403
C -1.213070 2.436764 -3.967217 -2.852 2.224 -2.655
C -2.357054 2.828609 -3.254928 0.652 0.498 -3.683
H -2.443226 3.806094 -2.761831 0.225 -0.282 -0.020
C 3.833946 -2.500935 0.548895 0.049 -0.099 -0.042
C 2.903644 0.145490 1.448682 0.110 0.428 -0.027
C 1.175510 -2.119111 1.776427 -0.257 -0.176 0.063
C 0.378213 4.079520 -1.683548 0.172 0.212 -0.344
C 1.910546 3.879436 0.714704 -0.055 -0.049 0.649
C 2.601093 2.230021 -1.556446 0.232 0.230 0.057
C -3.392486 -2.217579 -1.650557 -0.162 0.181 0.138
C -2.333896 -3.081880 0.805248 -0.227 0.281 0.425
C -0.688878 -2.990511 -1.383876 0.471 0.093 -0.340
H -1.225795 1.596711 -4.684906 -0.180 0.323 0.753
H -3.295377 2.233208 -3.300361 0.620 0.180 -0.042
H 4.043426 -2.983101 1.511775 0.084 0.116 -0.261
H 4.694284 -1.913448 0.208409 -0.060 -0.225 0.087
H 3.587117 -3.253122 -0.208642 0.174 0.002 0.207
H 3.428425 -0.067607 2.392918 -0.124 -0.003 -0.279
H 2.008186 0.748548 1.664740 0.119 -0.267 -0.087
H 3.572303 0.721875 0.797962 -0.023 -0.254 0.218
H 1.638523 -2.348364 2.750367 -0.102 0.073 -0.338
H 0.757879 -3.042112 1.353322 0.248 0.233 0.148
H 0.364585 -1.389757 1.922473 0.230 -0.140 -0.109
H 0.923596 5.028838 -1.585276 -0.390 -0.112 -0.264
H -0.680088 4.248311 -1.381835 0.480 0.246 -0.031
H 0.407432 3.770621 -2.746375 0.224 0.465 0.750
H 2.954140 4.115837 0.468211 -0.300 -0.012 0.036
H 1.865909 3.341900 1.671242 0.075 0.227 -0.184
H 1.335258 4.809091 0.814075 0.145 -0.256 0.042
H 3.384619 2.998907 -1.516754 -0.034 -0.325 -0.235
H 2.330266 2.010073 -2.598109 0.057 0.068 0.314
H 2.965012 1.296016 -1.105042 -0.094 0.370 -0.255
H -3.771241 -3.235292 -1.515542 -0.004 0.185 -0.120
H -3.136803 -2.062326 -2.701480 -0.140 -0.169 0.173
H -4.164364 -1.495101 -1.365002 -0.128 -0.237 -0.121
H -2.915578 -3.930553 0.416225 0.273 0.224 0.130
H -2.915883 -2.582232 1.588868 0.088 -0.341 -0.196
H -1.404112 -3.454568 1.252496 -0.306 0.082 -0.066
H -1.163588 -3.761640 -2.000145 0.101 0.010 0.233
H -0.050543 -3.458953 -0.628206 -0.197 -0.084 -0.139
H -0.037563 -2.392635 -2.022047 -0.106 -0.254 0.039
C 0.151036 -0.563576 -3.394756 -0.518 -0.013 0.213
C 1.076060 -1.004596 -4.369426 -0.360 0.347 0.134
C 0.617505 -1.420360 -5.611353 0.032 0.037 0.289
C -0.751184 -1.368758 -5.919093 -0.745 -0.045 -0.226
C -1.687185 -0.964520 -4.967541 -0.015 0.241 -0.091
C -1.249806 -0.609321 -3.677707 0.588 0.274 0.238
O 0.565986 -0.140877 -2.180515 -1.424 1.462 0.132
H 1.936758 -1.265936 -0.637140 -0.001 0.274 0.789
H 2.124941 -1.009546 -4.072934 -0.193 -0.056 -0.297
H 1.307132 -1.797768 -6.364069 -0.064 0.127 0.210
H -1.106028 -1.689329 -6.912879 0.282 0.268 0.619
H -2.751618 -0.876771 -5.230276 0.521 -0.347 0.147
H -1.982244 -0.471130 -2.835144 0.515 -0.334 -0.907
C 0.813134 1.861078 4.377965 -0.394 0.022 0.033
N -0.221800 0.829228 4.372776 -0.322 -0.291 -1.392
C -0.014120 -0.328408 5.260974 -0.047 0.340 0.333
C -1.102289 0.724728 3.323647 -0.762 -0.424 0.990
S -0.740131 1.279523 1.738754 0.359 0.110 0.128
N -2.302301 0.144278 3.656085 0.926 1.166 -0.616
C -2.927250 0.622816 4.901908 -0.166 -0.430 0.380
C -3.284996 -0.134254 2.620777 -0.106 -0.134 -0.055
H 0.387289 2.758856 3.904987 0.380 -0.275 0.225
H 1.071389 2.082292 5.425260 -0.037 -0.069 -0.428
H 1.701948 1.524830 3.835019 0.064 0.152 0.116
H -0.209670 -0.038969 6.301180 0.070 -0.188 -0.171
H -0.674734 -1.155922 4.984666 0.154 0.274 0.047
H 1.035634 -0.643571 5.186074 -0.203 0.050 0.015
H -3.556729 1.503769 4.688406 0.284 -0.246 0.070
H -3.572655 -0.181313 5.274017 0.181 0.276 0.139
H -2.148513 0.865886 5.632319 -0.587 -0.036 -0.163
H -3.812099 0.777928 2.293425 0.149 -0.211 0.167
H -2.797204 -0.591223 1.759246 -0.104 0.180 0.155
H -4.009272 -0.834308 3.052847 0.064 0.167 -0.217
```
Forces are in eV/Å.

---

Entry 2:
Entry from the OMol25 dataset: a cluster of 5 separate species, C22H49ClF5O11PS in total (ωB97M-V/def2-TZVPD).

SMILES ... CCOCCP(Cl)S(=O)(=O)C(F)(F)C(F)(F)F.COCCOC.COCCOC.COCCOC.COCCOC
Lowest unoccupied orbital energy ... 0.3 eV
Highest occupied orbital energy ... -0.3335 Eh
F_max ... 0.40 eV Å⁻¹

```
90
Properties=species:S:1:pos:R:3:forces:R:3
C 7.443237 2.660614 3.714080 -0.175 -0.021 0.019
C 8.080179 1.308605 4.007186 0.188 0.101 -0.051
O 7.173369 0.224977 3.870537 0.101 -0.114 -0.016
C 6.982857 -0.185233 2.540107 -0.043 0.140 0.044
C 6.092510 -1.416419 2.538749 0.109 -0.143 -0.211
P 4.460841 -1.492432 3.378675 0.081 0.049 -0.004
Cl 4.955190 -1.379047 5.339488 -0.044 -0.077 0.193
S 3.878644 0.616346 3.086043 -0.353 -0.044 -0.111
O 4.243784 1.511016 4.141646 0.006 0.047 0.022
O 4.126977 0.911442 1.698362 0.088 0.084 -0.003
C 2.016958 0.395241 3.189240 0.044 0.399 0.029
F 1.748054 -0.425020 4.213878 0.038 -0.058 0.191
F 1.627956 -0.182460 2.046690 -0.112 -0.254 -0.008
C 1.183029 1.697114 3.343709 -0.002 -0.174 -0.170
F -0.084700 1.364460 3.596298 -0.046 -0.080 0.031
F 1.217738 2.354790 2.187493 0.084 0.219 -0.024
F 1.613372 2.482976 4.314230 0.073 -0.019 0.099
H 7.980618 3.452532 4.239311 0.030 -0.017 -0.107
H 6.407885 2.660263 4.066349 0.166 0.016 0.016
H 7.438025 2.894416 2.647198 -0.004 -0.006 0.058
H 8.945354 1.137173 3.349918 -0.024 0.011 0.082
H 8.447203 1.266319 5.034584 -0.152 -0.015 -0.030
H 6.538555 0.611982 1.932014 0.048 -0.077 0.043
H 7.946518 -0.461308 2.084540 -0.068 0.031 0.001
H 5.876083 -1.708889 1.504844 0.046 0.014 0.070
H 6.630334 -2.252104 3.004859 -0.074 0.017 -0.070
C -5.744302 3.489731 5.813304 0.003 -0.010 -0.002
O -6.075477 2.899362 4.571703 0.030 -0.010 -0.008
C -6.080810 3.813144 3.488467 -0.035 0.004 0.029
C -4.817746 3.721794 2.660185 0.043 -0.007 -0.035
O -3.672035 4.120968 3.391699 -0.022 -0.003 0.053
C -2.899316 3.037622 3.873968 -0.034 0.057 -0.017
H -5.629966 2.681439 6.533683 -0.017 0.001 -0.003
H -4.810561 4.054881 5.755515 0.000 0.001 0.008
H -6.542578 4.157232 6.156482 0.008 0.015 -0.009
H -6.206532 4.837792 3.854946 -0.004 0.000 -0.005
H -6.939198 3.572729 2.854028 0.005 -0.001 -0.002
H -4.910768 4.386876 1.796445 -0.004 -0.001 0.002
H -4.695241 2.699315 2.286869 -0.003 0.005 -0.005
H -2.414239 2.507874 3.048064 -0.009 -0.021 -0.001
H -3.508043 2.329978 4.443052 0.011 -0.011 -0.001
H -2.133340 3.455717 4.525177 0.020 -0.007 -0.023
C 1.454597 -1.256271 -0.965238 0.024 -0.012 -0.093
O 1.403210 -2.579719 -1.468332 -0.011 0.009 0.012
C 0.079353 -3.033165 -1.698760 0.018 0.021 0.000
C -0.341907 -2.879722 -3.144409 -0.061 -0.004 -0.027
O -0.416034 -1.515449 -3.533887 0.024 0.029 0.012
C 0.702050 -1.072230 -4.276681 -0.022 -0.006 0.002
H 2.497377 -0.941143 -0.975131 0.007 -0.025 0.044
H 0.871601 -0.577338 -1.590777 0.019 0.019 0.057
H 1.078153 -1.209288 0.060600 -0.035 -0.043 -0.065
H -0.624586 -2.491577 -1.056801 0.001 -0.012 0.018
H 0.039439 -4.092055 -1.425565 0.007 0.002 -0.021
H -1.334152 -3.319001 -3.279607 0.019 0.007 -0.008
H 0.356477 -3.420991 -3.792719 0.007 -0.001 0.003
H 0.721777 -1.533234 -5.270658 0.013 -0.014 0.007
H 1.642580 -1.294180 -3.765528 0.010 0.003 -0.006
H 0.605957 0.006705 -4.394391 -0.008 -0.002 -0.012
C -2.078997 -6.184628 -3.876874 0.000 0.009 0.000
O -2.762271 -5.058994 -4.393459 -0.042 -0.032 0.030
C -3.089375 -5.168237 -5.768701 0.054 0.032 -0.002
C -4.541390 -5.537884 -5.977010 -0.050 -0.019 -0.005
O -4.834634 -6.833957 -5.485780 0.042 -0.001 0.014
C -5.482963 -6.834397 -4.228573 0.000 -0.009 -0.001
H -2.025015 -6.061145 -2.795955 0.011 0.009 -0.003
H -2.604252 -7.115222 -4.105224 0.002 -0.002 0.007
H -1.060179 -6.243928 -4.276518 -0.005 -0.011 -0.016
H -2.446223 -5.909263 -6.255230 -0.003 0.002 -0.003
H -2.899673 -4.196358 -6.234242 -0.001 -0.001 0.002
H -4.758051 -5.529774 -7.049420 0.002 0.002 0.002
H -5.183286 -4.792183 -5.495840 0.002 0.003 -0.005
H -6.503713 -6.445789 -4.312742 0.006 0.018 0.004
H -4.937123 -6.238841 -3.492262 -0.003 -0.002 0.005
H -5.528587 -7.868290 -3.890775 -0.011 0.001 -0.012
C -1.567143 2.682167 -3.353117 -0.011 -0.017 0.003
O -1.534523 2.623321 -1.940241 0.032 0.061 0.004
C -0.341964 2.056750 -1.426011 -0.055 -0.041 0.016
C 0.611947 3.107102 -0.900031 0.036 0.031 -0.028
O 1.095770 3.952499 -1.930831 -0.036 -0.030 -0.029
C 0.440597 5.203942 -1.992802 -0.003 -0.003 -0.011
H -2.451775 3.252687 -3.631599 -0.005 -0.017 0.004
H -0.679254 3.177396 -3.755794 0.000 0.011 -0.004
H -1.642602 1.677866 -3.784961 0.014 -0.007 0.003
H 0.154055 1.455691 -2.195907 -0.002 0.017 0.003
H -0.617418 1.387586 -0.603993 0.010 -0.008 -0.004
H 1.474306 2.608662 -0.447882 0.000 -0.007 0.000
H 0.115182 3.698639 -0.123379 0.011 -0.002 0.011
H 0.692567 5.822863 -1.124453 -0.015 -0.007 0.010
H -0.645389 5.089260 -2.042221 0.000 0.007 -0.002
H 0.789275 5.705986 -2.893925 0.014 0.001 0.011
```
Forces are in eV/Å.

---

Entry 3:
Entry from the OMol25 dataset: a structure of composition C22H49FeN2OP3S at a distorted geometry (ωB97M-V/def2-TZVPD).

Net charge ... +3
Multiplicity ... 6
Lowest unoccupied orbital energy (spin up / spin down) ... -7.3 / -11.6 eV
Highest occupied orbital energy (spin up / spin down) ... -0.5380 / -0.5737 Eh
ΔE to the lowest compared entry with this formula, charge and spin ... 25.36 kJ/mol
F_max ... 3.50 eV Å⁻¹

```
79
Properties=species:S:1:pos:R:3:forces:R:3
Fe -0.123084 -0.923982 0.161116 -0.259 2.657 -1.652
P -2.084691 -0.327566 0.801193 -2.612 0.666 1.053
P 1.336730 -0.776048 1.701788 2.529 0.437 2.383
P -0.295252 -2.973167 -0.103563 -0.496 -3.095 -0.520
H 1.600048 0.779776 -0.937437 -0.484 -0.421 -0.415
C 0.954499 -0.000570 -1.379238 -1.121 0.615 -0.283
C -0.434032 0.272619 -1.572432 1.566 -0.346 -0.064
H -0.817622 1.274322 -1.352678 0.225 -0.504 0.025
C -2.703885 1.393562 0.632381 0.112 -0.010 -0.058
C -2.444750 -0.594174 2.589239 0.051 -0.040 -0.211
C -3.523673 -1.195248 0.034069 0.196 0.070 -0.020
C 3.039488 -0.864961 1.000536 -0.033 -0.052 0.057
C 1.501546 0.730003 2.722502 0.100 0.349 -0.121
C 1.433669 -2.048093 3.039800 -0.157 0.085 -0.167
C -1.125134 -3.270691 -1.714625 0.172 -0.231 0.005
C -1.186196 -4.068330 1.050235 0.095 -0.108 -0.067
C 1.326820 -3.809918 -0.227478 -0.062 -0.215 -0.294
H 1.486619 -0.807660 -1.902179 -0.345 0.360 0.151
H -1.076730 -0.337349 -2.231936 0.522 0.326 0.303
H -2.502525 1.760107 -0.375484 -0.176 0.036 0.095
H -2.195916 2.051553 1.340852 -0.038 -0.073 -0.053
H -3.783626 1.414717 0.814648 0.208 0.068 0.021
H -1.796363 0.059535 3.184661 -0.121 -0.151 -0.052
H -2.245087 -1.636438 2.862497 -0.067 0.179 0.027
H -3.495815 -0.355105 2.799718 0.270 -0.093 0.018
H -3.522841 -1.015396 -1.047614 -0.073 -0.029 0.169
H -4.457171 -0.802179 0.458344 0.222 -0.173 -0.122
H -3.472913 -2.275560 0.208429 -0.076 0.233 -0.026
H 3.781065 -0.835436 1.812037 -0.162 -0.038 -0.283
H 3.197440 -0.013833 0.324976 0.037 -0.239 0.241
H 3.162342 -1.790134 0.423531 0.062 0.245 0.154
H 2.507721 0.759971 3.159448 -0.262 -0.004 0.069
H 0.750710 0.742953 3.519961 0.114 -0.084 -0.076
H 1.352293 1.616015 2.091021 0.129 -0.375 0.246
H 2.272599 -1.805194 3.709716 -0.282 -0.105 -0.213
H 1.581098 -3.055033 2.631624 -0.028 0.234 0.182
H 0.498711 -2.037505 3.615753 0.235 -0.034 -0.077
H -1.138023 -4.349184 -1.918100 -0.233 0.239 -0.123
H -0.582631 -2.748993 -2.519279 -0.173 -0.182 0.264
H -2.149501 -2.869393 -1.676452 0.358 -0.271 -0.008
H -1.087067 -5.109350 0.711263 -0.152 0.218 0.215
H -2.245219 -3.789800 1.098906 0.243 -0.145 0.003
H -0.751284 -3.965024 2.052277 -0.111 -0.098 -0.194
H 1.187694 -4.867257 -0.497761 0.212 0.200 0.160
H 1.872244 -3.728535 0.720152 -0.199 -0.181 -0.268
H 1.929028 -3.298489 -0.989372 -0.070 -0.061 0.254
C 2.180249 -4.961394 -4.978841 -0.043 0.075 0.507
C 3.479610 -5.470356 -5.168954 1.471 0.085 -0.784
C 4.040154 -5.483774 -6.449492 0.420 -0.365 1.443
C 3.313382 -5.035820 -7.554405 -0.320 0.210 -0.278
C 1.998542 -4.573599 -7.378296 -0.897 0.210 1.131
C 1.431245 -4.555242 -6.101553 -0.427 -0.106 -1.601
S 1.398896 -4.867030 -3.418514 -0.140 0.423 -0.688
H 2.192797 -4.003081 -2.727850 0.433 -0.794 -0.425
H 4.038746 -5.835914 -4.309735 -0.033 0.066 -0.251
H 5.063279 -5.838467 -6.602604 -0.416 0.012 0.189
H 3.750832 -5.041446 -8.555034 -0.075 -0.059 0.332
H 1.419550 -4.221711 -8.224223 0.063 -0.032 0.075
H 0.411216 -4.211480 -5.946321 0.180 -0.024 -0.165
C -0.391556 3.984877 3.020178 -0.371 -0.742 -0.071
N -0.001740 4.802793 1.881316 0.213 0.560 0.408
C 0.188301 6.211773 2.174635 0.161 0.375 0.257
C 0.389203 4.135322 0.740912 0.246 -3.212 -0.319
O 0.466469 2.884119 0.741299 -0.265 1.986 0.013
N 0.696420 4.777632 -0.431081 -0.248 0.464 0.164
C 0.524115 6.175795 -0.754971 -0.262 0.501 -0.276
C 1.125391 3.909650 -1.507308 0.541 0.191 -0.937
H 0.385075 3.974346 3.801754 -0.049 0.205 -0.339
H -0.538157 2.965133 2.660279 -0.001 0.234 0.212
H -1.318714 4.370912 3.463256 0.234 0.161 -0.152
H 1.127402 6.570090 1.741004 -0.268 0.045 0.051
H -0.660533 6.814009 1.820396 0.168 -0.118 -0.001
H 0.232503 6.324264 3.263278 0.011 -0.026 -0.288
H 1.460627 6.735810 -0.584158 -0.273 -0.127 -0.008
H 0.284746 6.231089 -1.827109 0.082 0.118 0.432
H -0.296349 6.618532 -0.182393 0.302 -0.064 -0.236
H 2.042223 3.368332 -1.242926 -0.264 0.073 0.153
H 0.361691 3.167407 -1.773345 0.048 0.155 0.295
H 1.331540 4.541707 -2.386854 -0.089 -0.338 0.434
```
Forces are in eV/Å.